Record 1
Entry from the OMol25 dataset: a cluster of 7 separate species, C30H68BrF4N3O6PS in total at a distorted geometry (ωB97M-V with the def2-TZVPD basis set).

Results
Spin multiplicity = 1
Molar mass = 785.8 g/mol
Orbital gap = 5.07 eV
Total charge = +1

Structure (XYZ):
```
114
Properties=species:S:1:pos:R:3:forces:R:3
C 2.115001 -6.268809 0.065275 1.058 0.034 -0.760
C 2.213132 -5.829697 -1.075647 0.126 1.399 0.458
C 2.332828 -4.912670 -2.353542 0.458 -2.326 0.835
N 0.951290 -4.466749 -2.719946 0.070 0.840 0.047
C 0.315145 -3.490139 -2.099144 0.204 -0.739 -0.114
N 0.975461 -2.776798 -1.039829 -0.451 -0.732 -2.256
P 2.059094 -1.496832 -1.610699 -0.135 2.812 0.187
S 1.879991 0.178949 -0.673802 0.274 -0.811 -0.016
N -1.041086 -3.181965 -2.549055 1.869 0.186 2.527
Br -2.097702 -4.770075 -2.515345 0.252 -0.094 -0.586
C -1.723320 -2.266114 -1.604133 -1.781 1.388 0.576
F -1.787630 -2.841084 -0.308825 0.571 1.391 -2.053
F -1.162453 -0.989015 -1.582051 -0.242 -3.059 0.043
C -3.271450 -2.045940 -2.025447 -0.467 2.314 0.156
F -3.435976 -1.956149 -3.410386 0.634 -0.683 2.271
F -3.598262 -0.760591 -1.513957 0.699 -2.391 -0.690
H 2.292586 -6.733566 1.079441 -0.667 0.732 -1.666
H 2.751036 -5.546139 -3.204738 -0.675 0.869 1.068
H 3.060425 -4.064959 -2.215325 -1.041 -0.872 0.074
H 0.518539 -4.982047 -3.504562 -0.006 0.451 0.753
H 1.410935 -3.405796 -0.349177 -0.276 0.050 -0.312
H 3.425311 -1.939555 -1.695648 -0.859 -0.448 0.022
H 1.667052 -1.250934 -2.980158 0.103 -1.099 0.599
H -3.972789 -2.764696 -1.516858 0.774 0.559 -0.922
C 6.738295 -6.375920 -5.122898 -0.038 -0.120 -0.014
C 6.204708 -5.605607 -3.927370 0.183 -0.092 -0.106
O 5.440421 -6.403378 -3.030619 -0.473 0.219 0.039
C 6.114992 -7.506479 -2.434462 0.170 -0.143 0.111
C 7.324730 -7.104151 -1.609706 0.028 0.166 -0.025
H 5.916563 -6.836784 -5.678347 0.065 0.074 0.021
H 7.284111 -5.707720 -5.792709 -0.061 -0.030 0.053
H 7.417764 -7.174508 -4.822870 0.056 0.082 -0.009
H 5.537600 -4.817060 -4.286387 -0.104 -0.074 0.131
H 7.014928 -5.103358 -3.390242 0.048 -0.044 -0.014
H 6.386235 -8.240555 -3.199498 0.055 0.048 -0.008
H 5.388834 -7.996997 -1.781150 -0.095 0.168 -0.137
H 8.088728 -6.613858 -2.215345 0.030 -0.110 0.005
H 7.777134 -7.983443 -1.147081 -0.053 0.045 -0.031
H 7.033970 -6.404981 -0.821316 0.004 -0.081 -0.015
C 1.960380 5.635126 -3.308345 -0.051 0.112 0.044
C 2.105290 4.335957 -2.533518 -0.052 0.131 0.013
O 1.924965 4.487453 -1.132137 0.171 -0.120 0.091
C 0.661078 4.982437 -0.707710 -0.054 0.000 -0.037
C -0.503959 4.102547 -1.122841 -0.056 -0.108 -0.103
H 2.672774 6.379434 -2.942047 -0.026 -0.093 -0.051
H 2.144132 5.466106 -4.372129 0.016 0.002 0.074
H 0.961263 6.061522 -3.206563 -0.012 -0.050 -0.074
H 3.118196 3.952803 -2.677055 -0.034 -0.003 0.233
H 1.427259 3.568512 -2.922165 -0.079 0.031 -0.045
H 0.522290 6.011083 -1.056545 -0.065 -0.021 -0.052
H 0.696335 5.030166 0.383762 0.188 -0.048 -0.098
H -0.591170 4.024623 -2.208371 -0.048 0.074 0.014
H -1.442698 4.508446 -0.739392 0.079 -0.009 0.039
H -0.375494 3.089389 -0.731494 -0.010 0.061 0.027
C -0.906301 3.268191 3.462345 -0.026 -0.101 -0.097
C -1.564001 4.635782 3.545252 0.025 -0.096 0.005
O -2.340249 4.961313 2.399619 0.077 0.169 -0.161
C -3.424964 4.093608 2.105529 -0.026 -0.012 0.083
C -4.454412 4.009090 3.219303 0.008 0.042 0.126
H -0.267824 3.204528 2.576072 -0.011 0.037 0.085
H -0.295582 3.085703 4.349694 -0.023 0.048 -0.065
H -1.642058 2.465067 3.393153 0.004 -0.002 0.090
H -0.783954 5.396936 3.619239 -0.152 0.080 -0.150
H -2.170292 4.727011 4.451875 -0.010 -0.076 0.023
H -3.051225 3.098925 1.838124 -0.021 -0.055 0.065
H -3.906418 4.492884 1.208900 0.190 0.108 0.054
H -4.028577 3.608571 4.140942 -0.033 -0.076 -0.050
H -5.281805 3.360592 2.922652 0.041 0.045 -0.005
H -4.852222 5.001141 3.447029 0.009 -0.063 -0.055
C -8.655191 2.083810 -3.801855 0.068 0.042 -0.115
C -8.565376 0.647200 -3.315063 -0.009 0.142 -0.021
O -7.922701 -0.225501 -4.233740 -0.039 -0.219 -0.074
C -6.579955 0.090234 -4.568472 -0.034 0.066 0.070
C -5.642654 0.101087 -3.373225 -0.169 0.119 0.010
H -9.184293 2.130554 -4.757651 0.003 -0.015 0.109
H -9.189035 2.699138 -3.073935 0.012 -0.065 -0.050
H -7.669060 2.526154 -3.952470 -0.013 0.034 0.087
H -9.576455 0.258989 -3.175687 0.123 -0.153 -0.122
H -8.076746 0.593767 -2.336651 0.046 0.070 0.017
H -6.539221 1.041619 -5.109296 0.055 0.044 0.063
H -6.247464 -0.677826 -5.271938 -0.220 -0.010 0.042
H -5.924588 0.857398 -2.638548 0.061 0.035 -0.052
H -4.620996 0.310493 -3.694380 -0.089 -0.006 0.001
H -5.659311 -0.866502 -2.868565 -0.093 0.075 -0.096
C 1.856514 9.338456 2.418404 -0.017 0.131 -0.002
C 1.195474 8.272658 3.276482 0.005 0.089 -0.051
O 0.463577 8.798831 4.373429 0.055 -0.088 0.192
C -0.609826 9.672908 4.053207 -0.048 0.004 -0.080
C -1.677784 9.028514 3.187000 0.006 -0.126 -0.060
H 2.527762 9.953829 3.023882 -0.029 -0.091 -0.047
H 2.433427 8.875290 1.614199 -0.022 0.007 0.073
H 1.124494 10.006181 1.961409 0.005 -0.062 -0.065
H 1.971390 7.631821 3.701425 -0.128 0.061 0.167
H 0.555180 7.622235 2.670837 -0.030 0.039 -0.092
H -0.226376 10.588279 3.590057 -0.023 -0.015 -0.074
H -1.058360 9.974034 5.003264 0.203 -0.125 0.022
H -1.284215 8.713461 2.218900 -0.046 0.077 -0.016
H -2.494042 9.731018 3.004720 0.047 -0.027 0.033
H -2.083743 8.140826 3.679127 0.003 0.064 -0.022
C 3.164069 -6.431072 6.562270 -0.025 -0.142 0.031
C 2.735511 -5.941806 5.189505 0.035 0.011 0.181
O 2.244298 -6.975091 4.344752 0.070 -0.021 -0.374
C 1.102145 -7.682113 4.811398 -0.087 0.018 0.090
C -0.112167 -6.796784 5.032586 0.015 0.130 0.012
H 3.933320 -7.202622 6.469629 -0.034 0.103 -0.003
H 3.564968 -5.603886 7.152378 -0.013 -0.050 -0.069
H 2.332010 -6.864709 7.118916 -0.003 0.094 0.032
H 3.602977 -5.513575 4.682200 -0.089 -0.144 -0.139
H 1.997744 -5.137262 5.271836 -0.043 -0.013 0.072
H 1.350407 -8.243328 5.717670 -0.040 0.056 0.035
H 0.863468 -8.424680 4.045409 0.199 0.093 -0.023
H 0.067796 -6.038105 5.795910 -0.043 -0.082 0.045
H -0.966191 -7.397657 5.351999 0.057 0.021 -0.032
H -0.377675 -6.274989 4.109086 -0.008 -0.060 0.033
```
Forces are in eV/Å.



Record 2
Entry from the OMol25 dataset: a cluster of 11 separate species, C30H68Cl14O8 in total at a distorted geometry (ωB97M-V with the def2-TZVPD basis set).

Results
SMILES = COCCOC.COCCOC.COCCOC.COCCOC.ClCCCl.ClCCCl.ClCCCl.ClCCCl.ClCCCl.ClCCCl.ClCCCl
Spin multiplicity = 1
Molar mass = 1053.2 g/mol
Energy above the lowest of the compared OMol25 structures with the same formula, charge and spin = 273.2 kJ/mol
Orbital gap = 9.20 eV

Structure (XYZ):
```
120
Properties=species:S:1:pos:R:3:forces:R:3
C -1.035514 9.660095 5.264871 0.600 -0.773 -0.416
O -1.168865 8.984132 4.012712 -0.944 0.938 0.092
C -0.078088 9.181896 3.153118 0.855 -0.967 1.273
C -0.174648 8.274898 1.964595 -0.755 -0.279 -0.473
O -0.057840 6.907086 2.326500 0.992 0.584 1.753
C -0.289353 5.920477 1.381062 -0.271 0.807 -1.870
H -0.629707 10.669613 5.199284 -0.218 0.281 -0.415
H -0.288903 9.098336 5.826221 -0.074 -0.075 0.515
H -1.996308 9.676443 5.779349 0.105 -0.125 -0.164
H 0.812059 8.887015 3.708804 0.505 -0.064 0.112
H 0.090420 10.226867 2.892845 -0.384 0.205 -0.382
H 0.582060 8.602161 1.251575 0.249 -0.261 -0.262
H -1.154424 8.475129 1.530950 -0.272 -0.201 -0.390
H 0.033441 4.906212 1.615964 -0.365 0.247 0.999
H 0.280439 6.106232 0.470604 0.271 0.311 -0.383
H -1.329880 6.001408 1.066659 -0.318 -0.657 0.008
C -2.070755 -3.056368 0.999361 0.150 1.364 0.994
O -3.147750 -2.122109 0.757018 -0.668 -1.816 -0.224
C -4.369533 -2.867068 0.469460 -0.344 1.129 -0.176
C -5.491952 -1.892705 0.083409 0.985 1.294 0.411
O -5.666777 -0.934000 1.168255 -0.829 -0.450 -0.035
C -6.821527 -0.095515 0.990599 0.518 0.227 -0.219
H -1.228951 -2.490924 1.399029 0.018 0.424 -0.069
H -1.651395 -3.544331 0.119517 -0.677 -0.386 -0.186
H -2.335057 -3.680795 1.852790 -0.133 -0.669 -0.419
H -4.843374 -3.454382 1.255990 0.865 0.075 1.040
H -4.157287 -3.623329 -0.286269 -0.080 0.232 -0.557
H -6.409854 -2.444163 -0.120193 -0.106 -0.029 -0.015
H -5.197592 -1.275208 -0.765212 -0.138 -0.300 -0.426
H -7.755608 -0.651380 0.909207 0.055 -0.236 -0.149
H -6.691753 0.567493 0.135219 -0.043 -0.373 -0.628
H -6.948307 0.647246 1.778212 0.471 -0.601 0.614
C 4.489573 -7.005408 1.168338 -1.092 -0.224 -1.774
O 4.793986 -5.904480 0.286990 0.388 0.018 0.937
C 4.224804 -5.848584 -1.013272 -1.319 -1.978 0.685
C 2.665983 -5.758391 -0.965771 2.084 1.433 -0.060
O 2.478142 -4.417256 -0.548078 -0.980 -0.205 -0.111
C 1.109397 -4.177142 -0.314223 0.356 0.918 0.341
H 5.312029 -7.256723 1.838034 -0.166 0.541 -0.076
H 4.210348 -7.895473 0.604501 0.807 -0.448 -0.672
H 3.511375 -6.921769 1.641865 0.207 0.943 0.893
H 4.434483 -6.785695 -1.528983 0.393 -0.198 -0.291
H 4.695456 -5.022857 -1.546885 -0.304 0.052 0.142
H 2.219725 -6.423679 -0.226616 0.109 -0.334 0.017
H 2.217690 -5.915268 -1.946851 0.008 -0.181 -0.080
H 0.664826 -5.013402 0.225345 -0.206 -0.019 0.204
H 0.532777 -3.967993 -1.215266 0.116 -0.302 -0.236
H 1.097341 -3.254745 0.266401 -0.371 -0.111 0.253
C 5.040093 2.270513 2.028313 1.320 -0.607 -0.984
O 5.372867 1.304810 1.010044 0.323 1.152 0.202
C 4.378749 0.364321 0.835286 -0.265 -1.907 0.285
C 4.911292 -0.893722 0.106866 1.802 0.718 0.422
O 6.001342 -1.511335 0.862885 -1.419 -0.129 0.835
C 6.550824 -2.759573 0.404125 -0.368 1.326 -0.155
H 5.943850 2.868071 2.147702 -0.093 0.185 -0.124
H 4.918294 1.753410 2.980087 -0.666 0.072 0.063
H 4.227334 2.910856 1.685555 -0.290 -0.110 0.409
H 3.500055 0.683201 0.274657 -0.014 0.529 -0.405
H 3.983280 0.120838 1.821398 -0.118 -0.532 0.300
H 5.393123 -0.516633 -0.795220 -0.201 0.000 -0.479
H 4.084771 -1.540001 -0.188574 0.039 -0.415 0.343
H 7.184357 -2.461711 -0.431349 -0.040 -0.755 -0.517
H 5.778333 -3.500323 0.197597 -0.020 0.022 -0.390
H 7.196021 -3.192933 1.168336 -0.119 0.360 0.256
Cl 4.615045 -4.479913 3.477350 0.084 -0.619 0.429
C 3.260808 -3.596702 2.774941 0.197 1.378 0.343
C 2.245884 -3.134894 3.825927 0.393 -0.348 -0.069
Cl 1.288751 -1.818189 3.031863 -0.214 -0.489 0.318
H 2.842543 -4.135842 1.924952 0.030 0.032 0.178
H 3.744983 -2.672116 2.460599 -0.144 -0.137 -0.608
H 2.711449 -2.679927 4.700193 0.240 0.064 -0.310
H 1.645110 -3.954853 4.219430 -0.472 0.214 -0.394
Cl -4.735960 1.450081 3.530531 0.177 -0.496 -0.179
C -3.455594 0.193588 3.159470 -0.392 0.783 -0.179
C -2.638826 0.651959 1.963480 -0.463 -0.867 0.345
Cl -1.803055 2.140236 2.313774 0.514 0.898 0.033
H -3.963905 -0.735885 2.902930 0.033 0.135 0.245
H -2.875740 0.173311 4.082223 0.068 -0.339 -0.258
H -3.269235 0.785842 1.084409 0.050 -0.085 0.122
H -1.888177 -0.110417 1.755134 -0.074 -0.009 -0.060
Cl 0.885968 2.543099 0.042305 0.780 0.546 0.432
C -0.160829 1.386075 -0.714458 -0.734 -1.445 -0.501
C 0.116105 -0.083620 -0.287267 -0.246 0.766 0.090
Cl 1.384697 -0.858283 -1.288210 -0.090 0.325 0.348
H -0.054301 1.518272 -1.791151 0.014 -0.224 0.075
H -1.191683 1.645281 -0.473092 0.086 -0.015 0.168
H -0.771638 -0.713594 -0.343449 -0.129 0.147 -0.465
H 0.402807 -0.127360 0.763447 0.387 0.119 -0.098
Cl -1.059826 2.487921 -4.235434 -0.072 -1.037 0.284
C -0.836152 4.130675 -4.789350 -0.462 1.387 0.749
C -1.483259 4.304848 -6.158176 2.009 -0.308 0.286
Cl -3.187146 4.555613 -6.039817 -1.202 -0.268 0.022
H 0.226394 4.356442 -4.699196 -0.076 0.020 -0.541
H -1.363764 4.743678 -4.058622 0.143 0.146 0.008
H -1.173912 3.355928 -6.596285 -0.730 0.209 -0.990
H -1.114166 5.158828 -6.726148 0.369 -0.205 0.178
Cl -2.701950 4.120132 -1.380075 -0.795 -0.218 0.549
C -4.261727 3.530621 -0.646469 -0.009 -0.519 -0.673
C -4.854614 2.347473 -1.460498 0.007 0.862 -0.109
Cl -3.745598 0.945958 -1.620618 -0.299 0.192 0.468
H -4.964746 4.361654 -0.589596 0.017 0.032 -0.573
H -4.116822 3.279623 0.404294 0.527 -0.380 -0.157
H -5.106895 2.547038 -2.501955 0.345 0.675 0.116
H -5.821752 2.091810 -1.027618 0.310 -0.498 0.403
Cl -1.088592 -2.941766 -2.869976 -0.367 -0.192 -0.229
C -2.624430 -2.027455 -3.067509 -1.091 -1.185 -0.394
C -3.859914 -2.971693 -3.440760 0.963 1.529 -0.173
Cl -5.290996 -1.875952 -3.713473 0.394 -0.395 0.352
H -2.483883 -1.369763 -3.925301 0.001 0.217 0.406
H -2.736888 -1.517274 -2.110866 -0.358 0.076 -0.328
H -4.116913 -3.732897 -2.704139 0.119 0.233 -0.078
H -3.695561 -3.384753 -4.435985 0.179 -0.295 0.350
Cl 3.129175 -5.157425 -4.413728 0.410 -0.113 -0.215
C 2.365546 -3.595611 -4.770791 -0.666 0.627 1.235
C 2.797077 -2.473802 -3.746193 -0.090 -1.157 -0.753
Cl 4.486545 -1.818944 -3.966150 -1.232 -0.216 -0.076
H 1.307915 -3.773312 -4.576008 -0.092 0.095 0.343
H 2.347285 -3.441870 -5.849738 0.897 0.537 0.188
H 2.773465 -2.871157 -2.731474 0.275 -0.494 -0.148
H 1.990959 -1.742103 -3.692424 0.560 0.637 -0.692
```
Forces are in eV/Å.